Molecular formula: C34H41N7
Method: DFT, ωB97M-V/def2-TZVPD

Structure (XYZ):
```
82
Properties=species:S:1:pos:R:3:forces:R:3
C 5.57261 0.70570 -3.67436 -0.1 0.0 -0.2
C 5.24049 1.76955 -2.78447 0.2 -0.1 -0.5
C 3.88425 1.72739 -2.60007 0.1 0.1 0.4
N 3.38068 0.68778 -3.32729 0.2 -0.3 0.0
C 4.40791 0.05976 -3.98582 -0.3 0.1 0.2
H 6.53487 0.46195 -4.09348 0.1 0.1 0.1
H 5.93296 2.50857 -2.41861 -0.1 0.0 0.2
H 3.26181 2.34061 -1.97059 -0.1 0.0 -0.1
H 2.45815 0.29104 -3.23245 -0.1 0.2 -0.2
H 4.19655 -0.78951 -4.61135 0.1 0.0 -0.1
C -1.76141 -0.78543 4.38709 -0.5 0.3 -0.1
C -1.71993 0.39098 5.19847 0.1 -0.5 0.1
C -0.53416 1.01187 4.91996 0.6 0.3 0.1
N 0.11117 0.29278 3.96035 0.0 -0.6 -0.6
C -0.63743 -0.79393 3.60899 -0.1 -0.2 0.4
H -2.57014 -1.49973 4.35150 0.1 -0.1 0.0
H -2.43937 0.66014 5.95371 0.0 0.1 0.0
H 0.00719 1.83489 5.35759 -0.4 0.2 0.1
H 0.98940 0.49751 3.51580 0.0 0.3 0.2
H -0.30793 -1.51971 2.88907 0.1 0.1 -0.1
C 3.70231 -2.97245 -2.33641 0.2 -0.2 0.1
C 4.01476 -2.57558 -1.00269 0.0 0.5 -0.5
C 3.34929 -3.41496 -0.16015 -0.4 -0.4 0.1
N 2.68278 -4.33093 -0.93081 -0.3 -0.1 -0.1
C 2.88464 -4.06724 -2.25526 0.1 0.0 0.0
H 4.09328 -2.53875 -3.23865 0.0 0.0 0.0
H 4.61131 -1.71141 -0.76015 0.0 -0.1 0.2
H 3.19827 -3.44567 0.90516 0.3 0.1 0.1
H 2.05580 -5.04387 -0.60250 0.1 0.1 0.2
H 2.47444 -4.71761 -3.00901 0.0 0.1 -0.1
C 0.54719 -0.81072 -0.38952 0.4 0.2 0.2
C 0.61407 0.55452 -0.81370 0.2 -0.9 0.2
C -0.54109 1.14979 -0.39363 -0.4 0.5 -0.1
N -1.30120 0.22456 0.26660 0.4 -0.2 -0.1
C -0.62520 -0.96103 0.29689 -0.7 -0.3 -0.8
H 1.30979 -1.56433 -0.52036 0.0 0.0 -0.1
H 1.42765 0.94253 -1.39924 -0.1 0.4 0.1
H -0.91159 2.15486 -0.51805 0.0 0.0 -0.1
H -2.29297 0.29163 0.45627 0.1 0.4 0.2
H -1.16258 -1.85666 0.56287 0.2 0.0 0.4
C -4.13191 2.60716 0.79258 0.9 0.3 -0.3
C -4.37287 1.31503 0.26530 -0.8 -0.6 0.3
C -4.28833 0.43438 1.32192 -0.2 0.1 0.3
N -3.94094 1.14133 2.43444 0.3 -0.2 -0.4
C -3.74970 2.45649 2.10074 -1.2 -0.4 0.9
H -4.15816 3.55581 0.28160 0.0 -0.1 -0.1
H -4.73595 0.99953 -0.69941 0.2 0.3 -0.2
H -4.52884 -0.61222 1.41967 0.1 0.0 -0.2
H -3.81463 0.71079 3.33478 0.3 0.2 0.0
H -3.62875 3.15016 2.91574 0.3 0.3 -0.3
C -2.21215 -4.33751 0.02330 0.4 -0.6 -1.0
C -2.14662 -4.70969 1.38445 -0.1 0.6 0.6
C -3.05867 -5.70914 1.58689 -0.3 -0.2 -0.5
N -3.56569 -6.04256 0.35606 -0.6 0.1 -0.1
C -3.07893 -5.20094 -0.59983 0.1 0.2 0.3
H -1.61660 -3.65352 -0.56099 0.1 0.2 0.4
H -1.55129 -4.23562 2.14906 -0.1 0.0 0.0
H -3.54158 -6.12318 2.45462 0.5 -0.2 0.2
H -4.32049 -6.69018 0.21061 0.1 0.0 0.0
H -3.36217 -5.25377 -1.63625 -0.1 -0.2 0.0
C -0.40156 0.24520 -4.07340 0.7 0.8 0.1
C 0.01092 0.92489 -5.25854 -0.2 -0.3 -0.3
C 0.70987 0.02328 -6.01392 0.2 -0.3 -0.2
N 0.75249 -1.16480 -5.33039 0.1 -0.2 0.6
C 0.12389 -1.01544 -4.12152 -0.3 0.2 0.2
H -0.80437 0.72920 -3.19920 -0.4 -0.2 0.0
H -0.21048 1.93162 -5.57069 0.0 0.1 0.2
H 1.21703 0.10677 -6.96016 -0.1 0.1 -0.1
H 1.28918 -1.98601 -5.54718 0.0 0.1 -0.3
H 0.11250 -1.76039 -3.34329 0.1 -0.2 -0.2
C -0.69249 5.32845 4.02316 0.6 0.7 0.0
C -0.72731 4.18251 3.25264 -0.7 0.0 -0.3
C -0.02227 4.12010 2.05677 0.9 -0.4 0.3
C 0.83354 5.15275 1.69676 -0.3 0.1 -0.1
C 0.90044 6.29240 2.48291 -0.1 0.3 -0.2
C 0.12605 6.39024 3.62476 -0.2 -0.2 0.3
H -1.23640 5.46128 4.94930 -0.2 -0.3 -0.1
H -1.38957 3.36643 3.51264 0.2 -0.1 0.1
H 0.01187 3.18836 1.50354 -0.3 0.1 -0.2
H 1.40004 5.11347 0.77521 0.1 -0.2 0.0
H 1.51603 7.12519 2.16607 0.1 0.0 0.1
H 0.14626 7.28319 4.23754 0.1 0.0 -0.1
```
Forces are in eV/Å.

The value obtained for the largest force on an atom is 1.53 eV/A. Its net charge is 0. As for the structure (SMILES): c1cc[nH]c1.c1cc[nH]c1.c1cc[nH]c1.c1cc[nH]c1.c1cc[nH]c1.c1cc[nH]c1.c1cc[nH]c1.c1ccccc1. The value obtained for the LUMO energy is 0.5 eV. Its HOMO energy is -8.029 eV.

Mulliken atomic charge list, values in e, 4 entries: atom 1 (C): -0.655, atom 2 (C): -0.660, atom 3 (C): -0.570, atom 4 (N): 0.357